## w
ORCA calculation (ωB97M-V/def2-TZVPD) on one molecule with the formula C3H2F4O.

Atoms and positions in Å:
C -0.4965 0.9571 0.7675
O -0.6224 -0.3517 0.9527
F -0.7523 -2.2606 -0.3585
F -0.6538 1.2652 -0.5024
C -0.1014 -1.1510 -0.2131
F -1.4016 1.5752 1.5006
F 0.6662 1.5880 1.0431
H 1.1892 0.3341 -0.5895
C 0.8794 -0.6624 -0.9141
H 1.2932 -1.2937 -1.6861

Output
structure (SMILES) = C=C(F)OC(F)(F)F
charge = 0
HOMO-LUMO gap = 11.39 eV

***

## x
ORCA calculation (ωB97M-V/def2-TZVPD) on one molecule with the formula C3H2F4O.

Atoms and positions in Å:
C 0.8682 0.0194 0.0158
F -0.9507 -1.4025 -0.9143
H 1.4320 0.1486 0.8674
F -0.5335 -1.6593 1.2308
C -0.6246 0.6613 0.3501
H 0.8162 0.3210 -1.7736
C -0.4035 -0.8393 0.1761
O 1.4895 0.2261 -1.1593
F -0.7970 1.1029 1.6848
F -1.2964 1.4218 -0.4779

Output
structure (SMILES) = OC1C(F)(F)C1(F)F
charge = 0
HOMO-LUMO gap = 10.96 eV

***

## y
ORCA calculation (ωB97M-V/def2-TZVPD) on one molecule with the formula C3H2F4O.

Atoms and positions in Å:
C 1.3103 -0.5049 -0.1184
F 1.6878 -0.9869 1.1084
C 0.3878 0.7512 -0.0509
C -0.8552 0.1316 0.5243
O -1.7569 -0.4247 -0.2785
F 0.2503 1.3147 -1.2475
F 1.0106 1.6650 0.6889
H -1.7952 -0.2641 -1.2251
H -1.1620 -0.1312 1.4645
F 0.9225 -1.5508 -0.8658

Output
charge = 0
HOMO-LUMO gap (spin up / spin down) = 8.10 / 9.20 eV

***

Most stable of them? w.

***

## w
ORCA calculation (ωB97M-V/def2-TZVPD) on one molecule with the formula C10H14N2S.

Atoms and positions in Å:
H -3.0593 -2.0433 -1.6006
H -0.0243 -0.3991 3.8872
C 0.4735 3.6766 -1.7425
H -3.7666 -0.5319 -1.0300
C -1.5782 -0.5512 -0.9989
H 0.1855 4.3023 -0.9145
C 1.6914 -1.7290 0.6046
H 0.8164 -2.6752 3.7400
H 1.9992 -3.5277 1.7133
H 1.1300 4.2474 -2.3756
H -0.4450 3.4799 -2.3755
N 1.2754 0.3074 -0.5924
H 2.1343 -2.1975 -0.3193
C 0.4344 -0.7418 2.9358
S -1.3057 1.2378 -1.1541
C 1.1526 -0.4328 0.6060
C 0.5786 0.0758 1.7838
C 0.9325 -2.0468 2.8744
H -1.5628 -0.9017 0.0159
C -2.9190 -0.9567 -1.6027
H -2.9765 -0.6473 -2.6265
N 1.0988 2.4749 -1.2353
H 2.2168 0.6581 -0.7108
H -0.7552 -1.0686 -1.5283
C 1.5708 -2.5118 1.7467
H 0.2385 1.0780 1.8167
C 0.4635 1.4242 -0.9173

Output
structure (SMILES) = CCS/C(=N\C)Nc1ccccc1
charge = 0
HOMO-LUMO gap = 9.38 eV

***

## x
ORCA calculation (ωB97M-V/def2-TZVPD) on one molecule with the formula C10H14N2S.

Atoms and positions in Å:
H -3.0092 4.9111 -2.8441
H 3.6856 -4.0066 1.3089
H -3.6595 3.3443 -3.3571
C 3.2193 -3.3666 2.1015
H 2.8791 -4.0029 2.9211
H -1.6633 3.8025 -1.0498
H -0.8819 -1.1296 2.4628
N -1.0431 -0.1414 0.0270
H -1.9251 -0.2917 0.4566
H -4.0840 3.9967 -1.7359
H 1.1297 -0.9223 -1.3070
H -1.2659 3.1400 -2.6158
C -3.2873 3.9052 -2.4986
C -0.9030 1.0212 -0.7291
H 2.9787 -2.3241 -0.4135
C 0.0171 -0.9149 0.5302
C -2.0453 3.2352 -1.8766
H 1.0108 1.2565 -0.5699
C -0.0353 -1.3986 1.8355
C 2.0816 -2.5284 1.5474
H 0.8999 -2.5854 3.3591
N 0.1598 1.6552 -1.0401
C 0.9857 -2.2038 2.3314
S -2.4856 1.5762 -1.3101
H 4.0025 -2.7316 2.5018
C 1.1128 -1.2571 -0.2749
C 2.1260 -2.0390 0.2392

Output
structure (SMILES) = [H]/N=C(\Nc1ccc(C)cc1)SCC
charge = 0
HOMO-LUMO gap = 9.18 eV

***

Most stable of them? x.

***

## w
ORCA calculation (ωB97M-V/def2-TZVPD) on C5H10O4 as an isolated structure.

Atoms and positions in Å:
C -0.1714 1.1550 0.8703
H -1.1799 1.4673 0.6258
H -1.7757 -1.3165 2.4731
H -0.5265 1.5254 -1.8350
H -2.2172 -1.5795 0.7628
O 2.0956 0.9976 0.2120
C -1.4054 -1.6132 1.4917
H 0.2020 1.3502 1.8664
C 0.5225 1.5608 -1.5473
H -0.3906 -1.5688 -1.8646
C 0.3588 -0.8098 -0.2904
O -0.3529 -0.7067 1.1493
H 2.4590 0.0996 0.1046
H 0.8576 2.5985 -1.5207
H 1.1132 1.0306 -2.2955
O -0.7024 -0.9684 -1.1743
C 0.7568 0.9195 -0.1912
H -1.0001 -2.6251 1.5439
O 1.3565 -1.5167 -0.3808

Output
charge = 0
HOMO-LUMO gap = 9.14 eV

***

## x
ORCA calculation (ωB97M-V/def2-TZVPD) on C5H10O4 as an isolated structure.

Atoms and positions in Å:
C 0.9817 -0.2556 1.0949
C -1.8098 0.3971 -0.3972
C -1.8005 -1.1106 0.5260
O -1.3625 -2.0860 -0.1452
O 2.3458 0.0296 1.3674
O -2.1359 -0.9662 1.6637
H 0.3812 0.4201 1.7100
H -0.3394 -1.7188 -0.8807
H -2.8794 0.2207 -0.5658
O 0.5981 -0.9920 -1.1860
H 2.8956 -0.6885 1.0324
C 1.1295 1.3181 -0.9215
H 0.9370 1.3959 -1.9877
H 2.1949 1.4340 -0.7199
H 0.7075 -1.2749 1.3756
H -1.7275 1.2820 0.2229
H 0.6250 2.1276 -0.3969
C 0.6892 -0.0027 -0.3819
H -1.4306 0.4703 -1.4100

Output
charge = 0
HOMO-LUMO gap = 8.62 eV

***

Most stable of them? x.

***

## w
ORCA calculation (ωB97M-V/def2-TZVPD) on a 2-piece molecular cluster, H3IN2 overall.

Atoms and positions in Å:
I 1.5596 1.2265 -2.5230
H -0.1589 -0.3759 -1.7075
H 0.1734 0.9561 1.0872
N 0.8623 -0.3992 -1.7460
N -0.5345 0.2953 0.7750
H -0.2293 -0.6305 1.0690

Output
charge = 0
HOMO-LUMO gap (spin up / spin down) = 5.27 / 5.29 eV

***

## x
ORCA calculation (ωB97M-V/def2-TZVPD) on one molecule with the formula H3IN2.

Atoms and positions in Å:
H -0.2718 -1.5205 0.0773
H -0.2823 1.4367 -0.7854
I -3.0254 -0.0197 0.0034
N 0.0624 0.6067 -0.3032
N -0.7579 -0.5212 -0.4488
H 0.4901 0.7986 0.6255

Output
structure (SMILES) = NNI
charge = 0
HOMO-LUMO gap (spin up / spin down) = 7.57 / 7.63 eV

***

Most stable of them? x.

***

## w
ORCA calculation (ωB97M-V/def2-TZVPD) on a 5-piece molecular cluster, C20H55N5O5 overall.

Atoms and positions in Å:
C -3.0546 -4.0299 2.2131
H -0.0204 1.2938 2.7717
C -2.4682 6.3102 -1.8652
C -2.0431 4.9445 -2.3960
C -0.7553 2.6259 0.7792
H -4.1441 5.7989 -2.9107
H 1.6872 -1.2487 2.7563
H -1.0705 3.0745 1.7225
N -3.9132 0.0397 -3.8982
N -3.1815 -4.7438 3.4929
H 0.7294 -1.3495 0.1044
H 0.3980 0.1118 -6.5449
H 4.8569 -1.2009 3.1110
H -3.9656 7.4064 -2.7947
C -2.3775 -2.7034 2.4450
O -0.5541 1.0544 -4.9500
H -2.0724 -2.2260 1.5123
H 6.5694 -2.9502 2.8937
H -3.2864 5.7820 0.0147
H -2.2664 -0.0320 -1.6452
H 1.0306 1.6777 -6.0039
H -4.5169 0.4388 -3.1867
C -2.0096 -4.8485 -1.1894
H 0.2612 2.8725 0.4678
C 6.0484 -2.7484 3.8343
H 4.6870 -3.0976 1.6968
C 7.7332 -1.0844 4.1335
N 4.0060 -2.9195 2.4343
C -0.0574 0.6561 1.8779
H -1.7416 -0.5911 -5.3358
H -1.2295 -4.7120 1.2182
H 8.4746 -0.8031 4.8783
H -2.6238 1.6502 -3.4743
H -2.4890 -5.9056 1.2850
H -1.6587 -1.1796 -2.8465
H -2.0571 -5.9313 -1.3704
C 4.6613 -2.1891 3.5481
H -2.0654 4.9624 -3.4914
H -2.3967 -4.3720 -2.0921
H 8.2552 -1.6183 3.3318
H -0.9681 -4.5400 -1.0532
C 1.3348 0.2980 1.4401
H -1.5358 5.7746 0.0522
H -2.2580 -4.9870 3.8411
C -2.3960 6.3164 -0.3338
N 2.0681 -0.3241 2.5529
H -2.4202 0.9662 -5.8315
H -0.7888 0.3015 -2.4914
H -0.4746 1.6326 -6.9427
H 7.2826 -0.1772 3.7136
H -3.6696 -5.6206 3.3479
H 3.5245 -3.1211 5.1290
C 0.1190 1.1083 -6.1857
H 3.8196 -3.8748 2.7471
O -0.7481 4.6161 -1.9088
H -1.4773 -2.8830 3.0420
H 0.8022 3.3852 -2.3343
N -3.8748 6.5430 -2.2747
H -1.7942 7.0526 -2.2988
H 2.9803 -0.6117 2.2096
H -2.7573 4.1935 -2.0213
H 1.8885 1.2274 1.2459
O 6.7500 -1.8999 4.7327
C -1.7884 -0.1142 -2.6248
H 2.4338 -0.8251 -0.0159
C -0.1445 3.6950 -2.7886
H 2.8093 -1.6830 4.4675
H -1.4469 2.9384 0.0002
O -2.8293 -4.4580 -0.1201
H 1.0905 0.1181 -0.7019
H 4.2028 -1.5007 5.5183
H 0.0654 4.0960 -3.7820
H -4.0756 -3.8911 1.8511
H -2.5022 7.3246 0.0642
H -3.8760 -0.9478 -3.6595
C -1.8359 0.4678 -5.0468
C 1.4095 -0.4906 0.1448
C -2.3230 -4.8219 1.1418
C -2.5539 0.5897 -3.7243
H -0.7163 2.7654 -2.8485
O -0.8429 1.1974 0.8505
H -0.5784 -0.2381 2.2532
C 3.7627 -2.1253 4.7449
H 5.9714 -3.6889 4.3965
H -3.0181 -1.9987 2.9738

Output
structure (SMILES) = COC[C@H](C)N.COC[C@H](C)N.COC[C@H](C)N.COC[C@H](C)N.COC[C@H](C)N
charge = 0
HOMO-LUMO gap = 9.83 eV

***

## x
ORCA calculation (ωB97M-V/def2-TZVPD) on a 5-piece molecular cluster, C20H55N5O5 overall.

Atoms and positions in Å:
H -17.0412 0.2680 -21.4749
O -22.5268 3.0299 -28.7974
H -19.2507 -1.5830 -22.3582
H -14.7559 -3.9448 -22.1518
H -24.0986 4.2776 -28.4466
H -24.9883 2.6770 -22.2787
C -12.5738 -3.8282 -21.8220
C -20.5496 -2.2120 -24.5558
C -25.4601 -2.1161 -23.1058
O -20.5537 -0.7951 -24.6505
H -18.8699 1.5662 -24.6105
H -26.1531 1.9905 -23.4911
C -21.8606 -0.2206 -24.5546
N -12.4338 -5.2731 -21.9783
H -26.4013 -1.8950 -23.6113
H -24.6296 -1.8548 -23.7629
H -19.0457 -4.3016 -25.5242
H -13.1555 -5.7706 -21.4606
N -24.3963 -0.0711 -29.8352
O -14.1033 -2.0355 -22.0975
H -16.5506 2.0000 -21.5882
H -23.7838 -0.3855 -30.5793
H -24.3323 -1.5547 -21.3547
H -15.3697 2.6771 -24.8941
H -25.2370 0.3140 -30.2418
H -22.8437 -0.7140 -27.6277
C -23.3756 3.6552 -27.8816
H -18.4370 -2.1168 -24.5456
H -15.1153 -0.3275 -22.6715
H -22.1561 0.8167 -27.4976
H -11.5812 -5.6204 -21.5501
C -11.4261 -3.1452 -22.5502
H -18.0009 -4.5018 -24.0968
C -23.1722 2.0970 -29.6706
H -17.4849 0.5659 -24.0167
H -16.5397 3.4703 -25.8647
H -24.0010 3.0084 -27.2561
H -21.8790 0.6265 -25.2430
C -25.1217 1.9998 -23.1296
H -16.0019 -1.8057 -22.8777
H -11.2459 -3.6333 -23.5110
C -18.5289 1.5306 -22.4431
H -26.2750 -2.9710 -20.8351
C -25.3394 -1.4179 -21.7871
H -24.4639 2.3256 -23.9345
H -20.0168 0.5454 -21.4317
C -17.3794 1.3008 -21.4803
N -19.0575 -2.5625 -22.6060
C -13.8624 -3.3838 -22.4832
C -16.4227 2.5975 -25.2164
H -22.8059 4.3328 -27.2535
H -21.9959 0.1723 -23.5456
H -12.6290 -3.5139 -20.7740
H -25.3819 -3.2005 -22.9848
H -10.4885 -3.1303 -21.9916
H -24.3252 1.1747 -28.1611
H -26.5951 0.2704 -22.1056
C -18.9712 -4.1536 -24.4424
N -19.4581 0.3788 -22.2613
H -11.6733 -2.1132 -22.8064
H -17.7748 1.4731 -20.4699
N -26.2902 -1.9592 -20.7872
H -20.0844 0.2908 -23.0600
C -25.5431 0.0852 -21.8337
H -22.3445 1.8526 -30.3465
H -20.7712 -2.6381 -25.5499
C -19.2352 -2.7173 -24.0760
O -17.2470 2.6681 -24.0780
H -21.3653 -2.6019 -23.9262
H -14.6382 -1.3535 -23.9935
O -24.6895 0.6970 -22.7696
H -19.0431 2.4790 -22.2673
H -19.7352 -4.7996 -23.9982
H -22.6129 -0.9367 -24.8836
C -14.9900 -1.3745 -22.9538
H -25.3619 0.5124 -20.8362
H -16.5054 1.6696 -25.7813
H -23.9504 2.6096 -30.2516
H -26.0005 -1.7196 -19.8469
C -22.5204 0.1171 -28.2611
C -23.6550 0.8345 -28.9577
C -18.0574 1.4925 -23.8789
H -18.0563 -2.6485 -22.4484
H -13.8456 -3.5007 -23.5750
H -21.6506 -0.2303 -28.8185

Output
structure (SMILES) = COC[C@H](C)N.COC[C@H](C)N.COC[C@H](C)N.COC[C@H](C)N.COC[C@H](C)N
charge = 0
HOMO-LUMO gap = 9.30 eV

***

Most stable of them? w.

***

## w
ORCA calculation (ωB97M-V/def2-TZVPD) on a 2-piece molecular cluster, C5H11OS overall.

Atoms and positions in Å:
H 0.2602 -1.9512 2.4860
H 0.4600 -0.0198 -1.6368
C -1.3119 1.0020 -0.8960
H 1.0443 -0.6188 4.4224
C 1.5229 -0.5077 3.4396
H -0.1217 -0.5712 -4.7768
H -1.7692 0.6355 -3.6432
H -1.1393 0.4354 0.0149
H -0.4025 -0.3287 2.4087
H -1.1245 2.0628 -0.7134
S 1.1783 -0.7252 0.6463
C 0.5302 -0.8996 2.3455
C -0.7523 0.4829 -3.2751
H 1.8679 0.5206 3.3290
H -2.3545 0.9383 -1.2494
C -0.4453 0.4851 -1.9833
H 2.3991 -1.1536 3.3716
O 0.1582 0.2134 -4.2899

Output
charge = -1
HOMO-LUMO gap = 5.77 eV

***

## x
ORCA calculation (ωB97M-V/def2-TZVPD) on C5H11OS as an isolated structure.

Atoms and positions in Å:
H 0.0851 2.0543 -3.1124
C -1.0418 0.3537 2.9885
H 0.7728 2.2536 -1.4594
H -0.7457 -0.5033 3.5986
C 0.7386 1.6214 -2.3411
O -1.6319 -0.7879 0.2397
H -0.7724 0.3649 -1.5052
H -2.0923 0.2267 2.7343
H 1.7472 1.5763 -2.7499
S 1.2616 -0.6040 -0.7347
H 0.1401 -0.3681 -2.8450
C -0.1862 0.3968 1.7151
H -0.9060 1.2381 3.6116
H -0.1672 -1.7677 1.2252
C 0.2231 0.2351 -1.9440
C -0.5590 -0.8001 0.8511
H -0.4460 1.2902 1.1455
H 0.8694 0.3915 1.9675

Output
charge = -1
HOMO-LUMO gap = 7.01 eV

***

Most stable of them? x.